[1]
6
Properties=species:S:1:pos:R:3:forces:R:3 method="wB97M-V/def2-TZVPD" smiles=N#CI.S homo_energy_ev=-9.6 e_above_lowest_kj_mol=52.6 e_tot_ev=-21494.24560 lumo_ev=-0.242 spin_multiplicity=1
N 1.400045 -1.126445 0.584495 0.2 -1.1 -0.2
C 1.143838 -0.025789 0.743587 0.1 1.4 0.4
I 0.846701 1.917738 1.115170 0.1 -0.1 0.0
S -1.671148 0.047921 -0.865970 -0.7 0.0 0.0
H -0.520129 0.097908 -1.505826 0.5 0.1 -0.4
H -1.199306 -0.911333 -0.071456 -0.1 -0.2 0.1

---

[2]
6
Properties=species:S:1:pos:R:3:forces:R:3 method="wB97M-V/def2-TZVPD" homo_energy_ev=-9.4 e_above_lowest_kj_mol=126.1 e_tot_ev=-20504.45168 lumo_ev=-1.229 spin_multiplicity=1
C 1.073846 0.718679 -0.488141 -2.7 -1.2 1.2
O 0.312634 3.427172 -0.178077 -0.6 0.3 -0.4
P 1.346634 2.551613 0.352205 0.5 -2.3 -0.2
I 2.575164 -0.823886 0.007018 -0.6 0.8 0.1
H 1.265448 0.805911 -1.566171 -0.7 0.1 0.2
H -0.178285 0.095141 -0.223447 4.1 2.3 -1.0

---

[3]
6
Properties=species:S:1:pos:R:3:forces:R:3 method="wB97M-V/def2-TZVPD" homo_energy_ev="-11.0 / -11.0" e_tot_ev=-13243.48499 total_charge=+1 lumo_ev="-6.590 / -6.590" spin_multiplicity=1
C -0.190850 -0.193872 0.673273 -1.2 0.3 -2.4
O -0.921761 -0.241896 -0.316523 -0.1 -1.4 3.3
H 0.105712 0.652778 1.305628 -0.2 0.4 -0.5
Mg 0.444527 -2.094265 1.467924 0.2 -0.3 0.1
Tl -0.130165 0.576917 -2.407861 0.5 0.7 -0.5
H 0.692538 1.300337 -0.722442 0.8 0.2 -0.1

---

[4]
6
Properties=species:S:1:pos:R:3:forces:R:3 method="wB97M-V/def2-TZVPD" homo_energy_ev="-8.2 / -7.9" e_above_lowest_kj_mol=380.0 e_tot_ev=-6093.07352 lumo_ev="0.345 / 0.382" spin_multiplicity=1
C 1.006317 0.315756 -0.421292 -3.1 -1.1 1.2
N -1.358431 -0.377596 0.896276 -0.9 -0.6 -0.2
N -0.562005 0.278788 1.394014 1.0 0.7 0.2
O 0.233881 -0.369455 -1.031621 2.0 0.9 -0.9
H 1.876091 0.900797 -0.722970 0.3 -0.2 -0.6
H -1.195852 -0.748290 -0.114407 0.6 0.4 0.3

---

[5]
6
Properties=species:S:1:pos:R:3:forces:R:3 method="wB97M-V/def2-TZVPD" smiles=N#CON homo_energy_ev=-11.1 e_above_lowest_kj_mol=341.5 e_tot_ev=-6093.47264 lumo_ev=0.465 spin_multiplicity=1
N -2.166846 0.809618 -0.657487 -0.9 0.9 -0.2
C -1.074361 0.481826 -0.700387 4.1 -3.6 0.3
O 0.114325 -0.329265 -0.682507 -2.9 3.0 -0.2
N 0.783192 -0.062642 0.579784 0.8 -1.2 0.5
H 0.503088 -0.956296 1.125503 1.5 1.9 -1.0
H 1.840603 0.056759 0.335094 -2.6 -0.9 0.6

---

[6]
7
Properties=species:S:1:pos:R:3:forces:R:3 method="wB97M-V/def2-TZVPD" smiles="N#[N+][O-].C=O" homo_energy_ev=-10.1 e_above_lowest_kj_mol=401.0 e_tot_ev=-8141.21452 lumo_ev=1.048 spin_multiplicity=1
N 1.239437 -0.220984 0.479541 0.0 4.3 -0.6
N 1.244696 -1.303441 0.567029 0.6 0.2 0.6
O 1.377858 -2.409129 0.786773 0.0 -4.9 0.4
C -0.935143 1.013185 -0.425506 -3.5 1.2 0.6
O -0.695857 0.254904 -1.287215 0.8 -1.8 -2.1
H -0.137946 1.419132 0.169596 0.1 0.8 0.7
H -2.093045 1.246333 -0.290219 2.0 0.2 0.5